1.
{
  "formula": "C35H33FN3O3PYb",
  "method": "the ωB97M-V functional and the def2-TZVPD basis",
  "lumo_ev": [-3.49, -3.49],
  "multiplicity": 2,
  "total_charge": 1,
  "orbital_gap_ev": [4.58, 4.59],
  "elements": ["Yb", "F", "C", "C", "C", "C", "O", "C", "C", "N", "C", "C", "C", "C", "C", "C", "N", "C", "C", "N", "C", "C", "C", "O", "O", "H", "H", "H", "H", "H", "H", "H", "H", "H", "H", "H", "H", "H", "H", "H", "H", "H", "H", "C", "C", "C", "C", "C", "C", "P", "C", "C", "C", "C", "C", "C", "C", "C", "C", "C", "C", "C", "H", "H", "H", "H", "H", "H", "H", "H", "H", "H", "H", "H", "H", "H", "H"],
  "coordinates": [[0.8540, 2.0343, -0.9233], [0.4169, -4.4098, -3.0399], [0.4079, -4.0691, -1.7407], [0.4499, -2.7096, -1.4439], [0.3845, -2.2913, -0.1150], [0.4710, -0.8368, 0.1990], [0.5863, -0.0294, -0.7173], [0.4285, -0.4646, 1.6274], [0.2703, -1.4405, 2.5325], [0.1262, -2.7858, 2.2627], [-0.0545, -3.7044, 3.4002], [-1.2880, -4.5661, 3.5381], [-1.0648, -3.4366, 4.4917], [0.2562, -3.2323, 0.9214], [0.2620, -4.5997, 0.5845], [0.3186, -5.0639, -0.7440], [0.3322, -6.4461, -0.9921], [0.7229, -6.9566, -2.3207], [-0.5128, -7.1552, -3.2211], [-1.5302, -8.0312, -2.5146], [-1.9152, -7.4885, -1.1554], [-0.6597, -7.2837, -0.2835], [0.5586, 0.9803, 2.0722], [0.4761, 1.1807, 3.3212], [0.7317, 1.8177, 1.1509], [0.5333, -1.9798, -2.2452], [0.2424, -1.1883, 3.5914], [0.8936, -4.1259, 3.7262], [-1.1641, -5.5728, 3.9155], [-2.0835, -4.4447, 2.8129], [-0.7734, -3.6642, 5.5100], [-1.7026, -2.5634, 4.4026], [0.2723, -5.3189, 1.3972], [1.2019, -7.9335, -2.1720], [1.4850, -6.3382, -2.8060], [-0.2517, -7.6692, -4.1504], [-1.0280, -6.2191, -3.4523], [-1.1420, -8.9759, -2.4063], [-2.3701, -8.1124, -3.1001], [-2.5948, -8.2195, -0.7076], [-2.4481, -6.5487, -1.3307], [-0.1987, -8.2594, -0.0834], [-0.9625, -6.8859, 0.6894], [-3.4935, 3.9027, 0.5643], [-2.9910, 4.9927, -0.1412], [-1.6107, 5.1865, -0.2403], [-0.7111, 4.2960, 0.3677], [-1.2363, 3.2036, 1.0760], [-2.6170, 3.0082, 1.1731], [1.1049, 4.4697, 0.2524], [1.4861, 6.0590, 1.0568], [2.7801, 6.5960, 0.9213], [3.1388, 7.7950, 1.5448], [2.2162, 8.4709, 2.3361], [0.9415, 7.9417, 2.5125], [0.5848, 6.7420, 1.8870], [1.2458, 4.7989, -1.5853], [1.4269, 6.0804, -2.1267], [1.5157, 6.2713, -3.5113], [1.4175, 5.1878, -4.3827], [1.2246, 3.9072, -3.8754], [1.1370, 3.7173, -2.4982], [-4.5669, 3.7486, 0.6363], [-3.6711, 5.6919, -0.6205], [-1.2481, 6.0462, -0.7989], [-0.5727, 2.4859, 1.5544], [-3.0055, 2.1533, 1.7201], [3.5284, 6.0819, 0.3199], [4.1418, 8.1937, 1.4162], [2.4931, 9.4005, 2.8260], [0.2221, 8.4541, 3.1460], [-0.4119, 6.3514, 2.0774], [1.4861, 6.9595, -1.4913], [1.6573, 7.2739, -3.9080], [1.4861, 5.3440, -5.4561], [1.1398, 3.0541, -4.5412], [0.8235, 1.1412, -2.6933]],
  "atomic_forces_ev_per_a": [[0.14, 1.29, -3.30], [-0.03, -0.20, -0.54], [-0.14, 1.11, 0.86], [0.08, -1.08, -0.02], [0.02, 0.90, 0.57], [-0.22, -1.15, 2.19], [-0.19, -1.74, -0.28], [0.13, 0.00, -2.16], [-0.30, -1.53, 0.86], [-0.06, 0.39, -0.37], [0.29, 0.00, -0.30], [0.05, 0.05, -0.12], [0.11, 0.38, -0.23], [-0.25, -0.28, 0.45], [0.00, -0.03, 0.04], [0.11, 1.03, 0.69], [-0.20, -0.18, -0.11], [-0.68, -0.42, 0.63], [0.31, 0.06, -0.19], [0.21, 0.12, 0.13], [0.02, -0.06, 0.32], [0.35, -0.15, -1.07], [0.29, -1.91, 3.97], [0.08, 0.03, -3.19], [2.44, -1.38, 1.26], [-0.02, 0.00, 0.11], [-0.04, 0.05, -0.23], [-0.17, -0.07, -0.05], [0.07, -0.01, -0.09], [0.10, 0.06, -0.03], [0.09, 0.03, -0.15], [0.08, -0.10, -0.09], [-0.06, 0.04, -0.15], [-0.09, 0.00, 0.07], [-0.46, -0.03, 0.20], [-0.04, 0.13, 0.08], [0.19, -0.11, 0.08], [-0.11, 0.17, -0.02], [0.25, -0.04, 0.16], [0.04, 0.17, -0.04], [0.14, -0.13, 0.02], [-0.05, 0.05, -0.03], [0.16, 0.17, -0.38], [0.08, -0.28, 0.12], [0.54, 0.07, 0.00], [-0.45, 0.05, -0.10], [-0.56, -0.26, 0.21], [-1.36, 0.36, 0.45], [-0.21, 0.41, -0.41], [0.41, 1.39, -0.80], [0.30, 0.59, 0.45], [0.00, 0.13, 0.06], [-0.22, -0.39, -0.15], [-0.13, -0.04, 0.02], [0.19, -0.28, -0.19], [-0.01, 0.08, 0.02], [0.09, 1.01, -1.53], [-0.02, 0.42, -0.07], [-0.04, -0.20, 0.36], [0.00, -0.06, -0.05], [0.05, 0.65, 0.34], [-0.09, -0.36, 1.82], [0.13, 0.04, -0.02], [0.14, -0.09, 0.07], [0.09, -0.17, 0.05], [-1.58, 1.78, 0.02], [0.07, 0.13, -0.01], [-0.19, 0.04, 0.04], [-0.16, -0.10, -0.01], [-0.04, -0.13, -0.08], [0.09, -0.11, -0.11], [0.14, -0.04, -0.18], [0.06, -0.03, 0.03], [-0.02, -0.13, 0.11], [0.01, 0.06, 0.09], [0.00, 0.02, 0.07], [0.08, -0.23, -0.21]],
  "lowdin_charge": [1.40, 0.06, -0.19, 0.10, -0.05, -0.25, -0.20, -0.01, 0.04, 0.02, -0.24, -0.11, -0.08, -0.10, 0.06, -0.15, -0.08, -0.11, -0.08, 0.06, -0.08, -0.11, -0.56, 0.04, -0.28, 0.14, 0.15, 0.15, 0.10, 0.11, 0.11, 0.12, 0.11, 0.13, 0.14, 0.14, 0.13, 0.18, 0.19, 0.14, 0.14, 0.13, 0.12, -0.08, -0.07, -0.07, -0.39, -0.12, -0.06, 1.04, -0.37, -0.11, -0.08, -0.09, -0.08, -0.08, -0.45, -0.12, -0.09, -0.10, -0.16, -0.35, 0.10, 0.11, 0.11, 0.04, 0.10, 0.11, 0.11, 0.10, 0.10, 0.10, 0.09, 0.10, 0.10, 0.07, -0.12]
}

---

2.
{
  "formula": "C4H5N3O",
  "method": "the ωB97M-V functional and the def2-TZVPD basis",
  "lumo_ev": -0.60,
  "relative_energy_kj_mol": 527.91,
  "total_charge": 0,
  "orbital_gap_ev": 8.12,
  "elements": ["C", "C", "C", "C", "H", "H", "H", "H", "H", "N", "N", "N", "O"],
  "coordinates": [[0.5811, -0.4241, 0.4616], [1.4505, -1.1132, 1.3366], [1.1295, 0.0003, -0.7843], [-0.9519, 0.5510, -0.9191], [-1.9627, 1.1164, 0.9496], [2.4602, -1.3034, 1.1256], [1.2323, -1.3910, 2.3966], [2.0811, -0.3203, -1.0177], [-1.9377, 1.3711, -2.2588], [-0.7030, -0.0798, 0.2435], [0.3204, 0.6384, -1.5251], [-2.0733, 1.0016, -1.2509], [-1.6266, -0.0469, 1.2424]],
  "atomic_forces_ev_per_a": [[3.15, -2.28, 1.42], [-3.99, 1.59, 0.78], [-0.65, 0.24, -0.32], [1.87, 0.28, -0.16], [0.41, -4.90, 1.87], [1.09, 0.20, -1.02], [-0.43, 0.22, -1.19], [2.16, 0.08, -0.90], [-0.48, -0.32, 2.19], [-1.00, -1.66, 3.21], [0.11, 0.05, -2.25], [-0.31, 0.91, -2.47], [-1.92, 5.60, -1.15]],
  "nbo_charge": [0.08, -0.40, 0.13, 0.49, 0.48, 0.21, 0.22, 0.19, 0.38, -0.15, -0.44, -0.69, -0.50]
}

---

3.
{
  "formula": "C5H9NOS",
  "method": "the ωB97M-V functional and the def2-TZVPD basis",
  "lumo_ev": 0.68,
  "relative_energy_kj_mol": 401.89,
  "total_charge": 0,
  "orbital_gap_ev": 9.82,
  "smiles": "C[C@@H]1CN1C(=O)CS",
  "elements": ["C", "C", "C", "N", "C", "O", "C", "S", "H", "H", "H", "H", "H", "H", "H", "H", "H"],
  "coordinates": [[0.0969, -0.2771, -1.9041], [1.0041, -0.6748, -0.7370], [0.2511, -1.8244, 0.0721], [0.3719, -0.5058, 0.5372], [-0.8081, 0.2683, 0.6886], [-1.8744, -0.1752, 0.9499], [-0.4515, 1.7442, 0.8756], [0.2940, 2.0363, 2.5557], [-1.0767, -0.7096, -1.8039], [0.3709, -0.5550, -2.9405], [0.0551, 0.9140, -2.0594], [2.1088, -0.7228, -0.7340], [0.8387, -2.3677, 0.8569], [-0.9226, -1.9786, 0.0004], [0.2842, 1.9422, -0.0346], [-1.3566, 2.3711, 0.9097], [0.8142, 0.5149, 2.7673]],
  "atomic_forces_ev_per_a": [[-2.22, 2.05, -1.46], [-2.11, -2.37, -0.25], [-0.75, -0.23, 1.46], [-0.55, 2.60, 0.58], [2.21, 1.60, 1.45], [-1.49, -1.06, -0.19], [1.22, -0.04, -1.45], [1.04, -3.71, -0.27], [3.39, 1.38, 0.09], [0.38, -0.47, 0.81], [-0.15, -2.43, 0.72], [-0.86, 0.32, -0.34], [-0.67, -0.66, -1.51], [2.68, -0.63, -0.63], [-1.42, 0.33, 2.11], [0.45, -0.29, -0.56], [-1.14, 3.61, -0.55]],
  "nbo_charge": [-0.66, -0.07, -0.28, -0.48, 0.69, -0.55, -0.62, -0.06, 0.24, 0.24, 0.21, 0.23, 0.22, 0.24, 0.22, 0.25, 0.18]
}

---

4.
{
  "formula": "H5NO",
  "method": "the ωB97M-V functional and the def2-TZVPD basis",
  "lumo_ev": 0.72,
  "relative_energy_kj_mol": 26.30,
  "total_charge": 0,
  "orbital_gap_ev": 10.99,
  "smiles": "N.O",
  "elements": ["N", "H", "H", "H", "O", "H", "H"],
  "coordinates": [[0.0000, 0.0000, 0.0000], [0.2575, 0.0197, 0.9919], [-0.8021, -0.6322, -0.0871], [-0.3334, 0.9391, -0.2400], [0.3739, 3.0523, 2.5746], [-0.3567, 2.5991, 2.0959], [-0.0272, 3.8876, 2.9058]],
  "atomic_forces_ev_per_a": [[-0.44, 0.17, 0.33], [-0.09, -0.02, -0.47], [0.37, 0.32, 0.06], [0.17, -0.46, 0.08], [-1.16, 0.36, -0.17], [0.74, 0.53, 0.54], [0.40, -0.91, -0.37]],
  "nbo_charge": [-1.07, 0.36, 0.36, 0.35, -0.94, 0.47, 0.47]
}

---

5.
{
  "formula": "C18H14MoN5O2S2",
  "method": "the ωB97M-V functional and the def2-TZVPD basis",
  "lumo_ev": 2.78,
  "relative_energy_kj_mol": 53.38,
  "total_charge": -1,
  "orbital_gap_ev": 5.88,
  "elements": ["Mo", "N", "C", "C", "C", "C", "C", "C", "S", "O", "O", "N", "C", "N", "C", "C", "C", "N", "H", "H", "H", "H", "H", "H", "H", "H", "H", "S", "C", "N", "C", "C", "C", "C", "C", "C", "C", "H", "H", "H", "H", "H"],
  "coordinates": [[0.0770, -0.4491, -0.0770], [3.0489, 4.0558, 2.1738], [3.0001, 2.8418, 1.4974], [4.0441, 1.9198, 1.6278], [3.9756, 0.6863, 1.0117], [2.8732, 0.3512, 0.2399], [1.8173, 1.2634, 0.1085], [1.8947, 2.5043, 0.7224], [2.7034, -1.2993, -0.3886], [3.9962, -1.8138, -0.7399], [1.7344, -1.1761, -1.5079], [1.9682, -1.9549, 0.8233], [1.0304, -2.9609, 0.6757], [1.3049, -4.2184, 0.9833], [0.3030, -5.0925, 0.8927], [-0.9772, -4.7357, 0.5104], [-1.1936, -3.4007, 0.2202], [-0.2021, -2.5188, 0.2958], [3.9678, 4.4046, 2.3871], [2.4200, 4.7674, 1.8419], [4.9048, 2.1735, 2.2358], [4.7745, -0.0348, 1.1254], [1.0391, 1.1524, -0.6957], [1.0733, 3.2012, 0.6107], [0.5439, -6.1207, 1.1411], [-1.7775, -5.4585, 0.4525], [-2.1585, -3.0076, -0.0714], [-1.4973, 0.7055, 4.4269], [-0.9569, 0.3148, 2.9310], [-0.5800, 0.0415, 1.8612], [-1.3041, 0.1123, -1.0002], [-2.4778, 0.6421, -1.6602], [-2.5261, 0.7903, -3.0523], [-3.6521, 1.3093, -3.6718], [-4.7571, 1.6854, -2.9184], [-4.7238, 1.5405, -1.5368], [-3.5985, 1.0268, -0.9123], [-1.6636, 0.4903, -3.6340], [-3.6697, 1.4188, -4.7498], [-5.6371, 2.0891, -3.4042], [-5.5800, 1.8334, -0.9408], [-3.5618, 0.9201, 0.1648]],
  "atomic_forces_ev_per_a": [[-0.23, 0.00, -0.07], [-0.01, 0.00, 0.02], [0.00, -0.01, -0.02], [0.01, 0.01, 0.00], [0.01, -0.02, 0.00], [-0.03, 0.00, 0.00], [0.04, 0.03, 0.00], [0.01, 0.00, 0.00], [0.04, 0.02, -0.04], [0.00, 0.01, 0.00], [0.02, -0.02, 0.00], [-0.03, 0.02, 0.03], [0.01, -0.04, -0.01], [0.01, 0.01, -0.01], [-0.03, 0.01, -0.01], [0.01, -0.03, 0.00], [0.01, 0.02, -0.01], [-0.03, -0.01, 0.02], [0.00, 0.00, -0.01], [0.00, 0.00, 0.00], [0.00, 0.00, 0.00], [0.00, 0.00, 0.00], [0.01, 0.01, -0.03], [0.00, 0.00, 0.00], [0.00, 0.00, 0.00], [0.00, 0.00, 0.00], [0.00, 0.00, 0.00], [0.01, 0.00, -0.01], [0.00, 0.01, 0.01], [-0.03, -0.01, 0.05], [0.27, 0.05, 0.07], [-0.07, -0.07, -0.01], [-0.01, 0.00, 0.03], [0.00, 0.00, 0.00], [-0.01, 0.01, -0.01], [0.01, -0.01, 0.01], [0.00, 0.01, -0.01], [0.00, 0.00, 0.00], [0.00, 0.00, 0.00], [0.00, 0.00, 0.00], [0.00, 0.00, 0.00], [0.01, 0.00, 0.00]],
  "nbo_charge": [0.45, -0.79, 0.18, -0.26, -0.17, -0.28, -0.22, -0.22, 2.30, -0.94, -0.93, -0.97, 0.56, -0.44, 0.06, -0.33, 0.09, -0.43, 0.37, 0.38, 0.20, 0.23, 0.26, 0.22, 0.19, 0.22, 0.21, -0.36, 0.20, -0.57, -0.10, -0.13, -0.19, -0.22, -0.24, -0.24, -0.14, 0.21, 0.20, 0.20, 0.20, 0.22]
}

---

6.
{
  "formula": "C13H12Cl2O4",
  "method": "the ωB97M-V functional and the def2-TZVPD basis",
  "lumo_ev": 0.34,
  "relative_energy_kj_mol": 0.00,
  "total_charge": 0,
  "orbital_gap_ev": 8.69,
  "smiles": "C=C(CC)C(=O)c1ccc(OCC(=O)O)c(Cl)c1Cl",
  "elements": ["C", "C", "C", "C", "C", "O", "C", "C", "C", "C", "O", "C", "C", "O", "O", "C", "Cl", "C", "Cl", "H", "H", "H", "H", "H", "H", "H", "H", "H", "H", "H", "H"],
  "coordinates": [[-2.7091, -0.6093, -1.0132], [-2.8800, 0.4536, -0.3519], [-3.8793, 1.4383, -0.1963], [-4.9917, 1.1439, -1.0607], [-1.8416, 0.7263, 0.7224], [-1.9423, 1.2558, 1.6880], [-0.2922, 0.1841, 0.1044], [0.4392, -0.3789, 1.2096], [1.7768, -0.9386, 1.0089], [2.3241, -0.7034, -0.2445], [3.5690, -1.0402, -0.8275], [4.3492, -1.6154, 0.3870], [4.7762, -0.9303, 1.4727], [5.3069, -1.1711, 2.5385], [4.6454, 0.5803, 1.1539], [1.7408, 0.3057, -1.2685], [2.3682, 0.3911, -2.7244], [0.3876, 0.6255, -0.9879], [-0.4014, 1.6217, -1.9551], [-1.8498, -1.2932, -0.9704], [-3.5056, -1.0622, -1.5992], [-4.2460, 1.5091, 0.8634], [-3.3758, 2.4592, -0.6739], [-5.9237, 1.4980, -0.9679], [-4.8835, 0.9021, -2.1998], [-5.4539, 0.0868, -0.9877], [0.0370, -0.6014, 2.4336], [2.3498, -1.5026, 1.8500], [5.1629, -1.9434, -0.1793], [3.9674, -2.4788, 0.7232], [4.9758, 1.0872, 2.0524]],
  "atomic_forces_ev_per_a": [[-0.48, -4.71, -2.71], [2.64, 1.87, 4.68], [-0.97, 3.57, -1.21], [-1.49, -5.44, -4.39], [3.95, -4.84, -11.09], [-0.89, 4.07, 8.34], [-0.60, -0.20, 7.04], [0.58, -2.00, 1.49], [-0.57, 0.31, 0.46], [0.16, 3.64, -4.10], [-0.17, -1.32, 6.01], [-0.98, -0.74, -7.15], [2.80, 9.33, 5.32], [-1.39, -1.11, -2.30], [1.18, -1.41, 3.54], [-3.15, -4.10, 6.84], [1.83, 0.87, -3.67], [3.16, -1.76, 0.80], [-2.19, 3.04, -3.39], [-0.15, 0.78, 0.36], [0.00, 0.45, -0.36], [0.81, 0.45, -0.96], [-1.16, -2.04, 1.94], [-2.98, 3.12, 0.56], [0.77, 1.59, 1.62], [1.34, 0.43, 1.11], [0.67, 0.99, -4.26], [-1.37, 1.14, -1.65], [1.99, -0.49, -0.49], [-2.17, -3.32, 0.84], [-1.16, -2.15, -3.25]],
  "nbo_charge": [-0.34, -0.12, -0.46, -0.63, 0.68, -0.49, -0.22, -0.13, -0.36, 0.32, -0.46, -0.25, 0.78, -0.53, -0.76, -0.17, 0.15, -0.13, 0.10, 0.23, 0.20, 0.26, 0.23, 0.22, 0.21, 0.20, 0.24, 0.24, 0.27, 0.23, 0.49]
}